No. 1
ORCA calculation (ωB97M-V/def2-TZVPD) on a molecular structure, C14H12ClI2NW.

Calculated values
Max |F| = 0.0058 hartree/bohr
Spin multiplicity = 1
Kohn-Sham gap = 7.0 eV
Total charge = +2
Highest occupied orbital energy = -15.43 eV
Energy relative to the best compared isomer or geometry (same formula, charge and spin) = 1.2 kJ/mol

XYZ file:
```
31
C14H12ClI2NW ωB97M-V/def2-TZVPD
W 0.643 -3.038 0.650
I -0.329 -3.416 3.103
C 1.604 -3.107 4.000
I 2.774 -2.736 2.232
H 1.940 -4.011 4.501
H 1.598 -2.243 4.659
Cl 0.672 -4.770 -0.722
N 0.221 -1.429 0.081
C -0.099 -0.198 -0.353
C 0.974 0.616 -0.868
C 2.079 0.021 -1.507
C 3.095 0.808 -2.001
C 3.045 2.191 -1.832
C 1.975 2.790 -1.178
C 0.935 2.014 -0.705
C -1.460 0.247 -0.274
C -1.935 1.203 -1.195
C -3.252 1.614 -1.143
C -4.100 1.095 -0.172
C -3.646 0.143 0.741
C -2.343 -0.293 0.680
H 2.097 -1.049 -1.668
H 3.924 0.357 -2.528
H 3.849 2.806 -2.215
H 1.957 3.861 -1.033
H 0.118 2.472 -0.165
H -1.286 1.569 -1.978
H -3.623 2.328 -1.864
H -5.130 1.425 -0.129
H -4.319 -0.248 1.492
H -1.979 -1.023 1.390
```

=====

No. 2
ORCA calculation (ωB97M-V/def2-TZVPD) on a molecular structure, C45H46Ge2InN8O4Se at a distorted geometry.

Calculated values
Max |F| = 0.0458 hartree/bohr
Spin multiplicity = 1
Kohn-Sham gap (alpha / beta) = 5.3 / 5.5 eV
Total charge = +1
Highest occupied orbital energy (alpha / beta) = -9.26 / -9.56 eV
Energy relative to the best compared isomer or geometry (same formula, charge and spin) = 373.2 kJ/mol

XYZ file:
```
107
C45H46Ge2InN8O4Se ωB97M-V/def2-TZVPD
In 0.409 -0.166 0.325
C -1.409 5.690 -1.557
C -1.003 5.091 -2.717
C -0.118 3.996 -2.674
C 0.308 3.465 -1.458
C -0.091 4.120 -0.256
C -0.944 5.228 -0.328
N 0.986 2.235 -1.455
C 2.268 2.246 -1.389
C 3.143 3.437 -1.265
C 4.434 3.366 -1.575
C 4.995 2.092 -2.092
C 4.358 0.941 -1.998
C 2.977 0.901 -1.467
N 2.342 -0.123 -1.121
N 3.024 -1.379 -1.318
C 2.131 -2.476 -1.602
C 2.654 -3.579 -2.256
C 1.753 -4.580 -2.558
C 0.438 -4.436 -2.211
C 0.011 -3.289 -1.567
N 0.889 -2.320 -1.221
H -2.120 6.495 -1.587
H -1.324 5.497 -3.652
H 0.164 3.488 -3.616
H 0.339 3.784 0.669
H -1.172 5.714 0.604
H 2.697 4.320 -0.869
H 5.148 4.183 -1.497
H 6.002 2.132 -2.493
H 4.821 -0.009 -2.250
H 3.704 -3.582 -2.545
H 2.061 -5.491 -3.074
H -0.283 -5.232 -2.411
H -1.005 -3.111 -1.286
C -2.448 -2.229 3.928
C -1.511 -1.271 3.167
Ge -0.935 -2.004 1.472
C -0.046 -3.722 1.668
C -1.037 -4.894 1.525
C -2.543 -2.203 0.368
C -2.921 -1.483 -0.706
Ge -1.905 -0.004 -1.573
C -2.756 1.779 -1.636
C -4.277 1.713 -1.789
C -0.888 -0.216 -3.187
C -1.619 0.144 -4.509
C -4.236 -1.720 -1.360
C -5.430 -1.544 -0.610
C -6.665 -1.824 -1.138
C -6.734 -2.260 -2.468
C -5.603 -2.377 -3.275
C -4.338 -2.124 -2.693
H -2.802 -1.688 4.835
H -1.939 -3.096 4.301
H -3.331 -2.443 3.344
H -0.621 -0.988 3.760
H -2.085 -0.346 2.941
H 0.403 -3.721 2.671
H 0.752 -3.858 0.926
H -1.914 -4.869 2.201
H -0.503 -5.867 1.684
H -1.463 -4.960 0.506
H -3.233 -2.985 0.665
H -2.284 2.295 -2.458
H -2.491 2.278 -0.715
H -4.569 1.076 -2.609
H -4.761 2.661 -1.955
H -4.743 1.243 -0.915
H -0.508 -1.229 -3.306
H -0.014 0.459 -3.023
H -2.456 -0.524 -4.714
H -0.890 0.084 -5.316
H -1.989 1.183 -4.512
H -5.281 -1.131 0.374
H -7.544 -1.778 -0.522
H -7.682 -2.478 -2.921
H -5.704 -2.667 -4.310
H -3.429 -2.294 -3.299
O -0.976 1.555 1.494
C -0.673 2.252 2.455
C 0.686 2.523 2.920
C 0.846 3.331 4.053
C 2.124 3.572 4.529
C 3.236 3.062 3.871
C 3.069 2.282 2.749
C 1.783 1.970 2.272
O 1.736 1.257 1.199
N 2.298 4.437 5.693
O 1.327 4.644 6.391
O 3.406 4.900 5.894
H -1.466 2.728 3.044
H -0.015 3.802 4.497
H 4.203 3.338 4.306
H 3.937 1.912 2.193
Se 5.773 -2.047 -0.737
N 6.052 -2.439 0.980
C 4.955 -2.220 1.698
C 4.834 -2.423 3.089
C 3.620 -2.160 3.659
C 2.542 -1.693 2.869
N 2.598 -1.522 1.542
C 3.765 -1.763 0.997
N 3.997 -1.639 -0.347
H 5.684 -2.788 3.618
H 3.436 -2.227 4.723
H 1.607 -1.411 3.302
```

=====

No. 3
ORCA calculation (ωB97M-V/def2-TZVPD) on a molecular structure, C36H50N8O10P2RbS.

Calculated values
Max |F| = 0.0107 hartree/bohr
Spin multiplicity = 1
Kohn-Sham gap = 7.2 eV
Total charge = -1
Highest occupied orbital energy = -5.24 eV
Energy relative to the best compared isomer or geometry (same formula, charge and spin) = 40.5 kJ/mol

XYZ file:
```
108
C36H50N8O10P2RbS ωB97M-V/def2-TZVPD
Rb 0.686 -0.782 -0.078
C 2.541 -4.526 2.640
N 1.213 -4.435 2.052
C 1.123 -4.949 0.680
C -0.295 -4.856 0.223
N -0.815 -3.827 -0.379
C -2.167 -4.124 -0.512
C -3.196 -3.381 -1.086
C -4.464 -3.932 -1.081
C -4.717 -5.195 -0.525
C -3.706 -5.948 0.042
C -2.434 -5.386 0.037
N -1.212 -5.838 0.492
C 3.602 -3.631 2.062
N 3.908 -3.522 0.802
C 4.951 -2.603 0.760
C 5.631 -2.072 -0.333
C 6.599 -1.119 -0.090
C 6.893 -0.689 1.214
C 6.233 -1.209 2.310
C 5.264 -2.171 2.053
N 4.397 -2.864 2.875
H 2.872 -5.565 2.551
H 2.452 -4.317 3.710
H 0.891 -3.472 2.058
H 1.439 -5.997 0.696
H 1.767 -4.416 -0.023
H -2.995 -2.397 -1.484
H -5.285 -3.373 -1.512
H -5.726 -5.588 -0.538
H -3.899 -6.923 0.471
H -1.033 -6.659 1.041
H 5.364 -2.364 -1.340
H 7.115 -0.659 -0.922
H 7.633 0.087 1.359
H 6.441 -0.857 3.313
H 4.234 -2.686 3.850
C 2.441 -0.579 4.075
C 3.039 0.185 2.947
N 2.996 -0.156 1.683
C 3.624 0.863 0.992
C 4.051 1.828 1.876
N 3.680 1.367 3.105
C 4.758 3.155 1.789
O 5.024 3.571 0.621
O 5.018 3.697 2.868
C 3.689 0.850 -0.498
O 4.343 1.827 -1.075
O 3.132 -0.028 -1.135
H 2.115 -1.551 3.707
H 1.569 -0.062 4.484
H 3.161 -0.724 4.886
H 3.836 1.912 3.940
H 4.721 2.540 -0.383
C -0.802 3.540 -5.495
C -0.649 2.281 -4.669
C -1.498 1.134 -5.180
O -1.068 2.615 -3.314
P -0.380 1.815 -2.113
O -0.115 0.398 -2.398
C -1.517 2.109 -0.750
P -2.742 0.834 -0.392
O -2.195 -0.523 -0.314
O -3.871 0.931 -1.514
C -4.722 2.091 -1.651
C -6.147 1.649 -1.388
C -4.532 2.659 -3.043
O -3.408 1.440 0.900
C -3.747 0.857 2.200
C -3.329 -0.587 2.371
C -5.239 1.045 2.388
O 0.972 2.531 -1.773
C 1.399 3.826 -1.274
C 0.662 4.958 -1.961
C 1.288 3.875 0.235
H -0.513 3.343 -6.528
H -0.178 4.344 -5.107
H -1.843 3.871 -5.482
H 0.400 1.978 -4.636
H -2.549 1.431 -5.207
H -1.387 0.267 -4.532
H -1.186 0.864 -6.191
H -1.991 3.089 -0.850
H -0.911 2.131 0.166
H -4.433 2.832 -0.900
H -6.428 0.870 -2.098
H -6.831 2.492 -1.502
H -6.245 1.254 -0.377
H -4.815 1.912 -3.787
H -3.492 2.935 -3.210
H -5.161 3.541 -3.177
H -3.197 1.468 2.915
H -3.871 -1.249 1.694
H -3.545 -0.864 3.404
H -2.262 -0.710 2.207
H -5.526 2.083 2.214
H -5.794 0.400 1.703
H -5.513 0.777 3.409
H 2.453 3.845 -1.550
H -0.401 4.947 -1.709
H 0.761 4.894 -3.044
H 1.081 5.908 -1.629
H 0.253 3.970 0.566
H 1.850 4.734 0.606
H 1.708 2.977 0.687
S -0.849 1.309 4.700
C -0.392 1.239 3.115
N -0.061 1.191 1.995
```

=====

No. 4
ORCA calculation (ωB97M-V/def2-TZVPD) on 2 unconnected molecules or ions with the total composition C4H8NO3 at a distorted geometry.

Calculated values
Max |F| = 0.0203 hartree/bohr
Spin multiplicity = 1
Kohn-Sham gap = 8.4 eV
Total charge = -1
Highest occupied orbital energy = -4.37 eV
Energy relative to the best compared isomer or geometry (same formula, charge and spin) = 101.8 kJ/mol

XYZ file:
```
16
C4H8NO3 ωB97M-V/def2-TZVPD
C 0.223 -0.920 -1.873
C -0.067 0.381 -1.793
O -0.844 0.952 -0.849
C 0.447 1.411 -2.761
H 0.869 -1.249 -2.682
H -0.058 -1.610 -1.089
H -0.794 0.396 0.006
H 0.962 0.946 -3.604
H -0.417 2.018 -3.070
H 1.062 2.141 -2.222
N 0.189 -0.972 3.073
C 0.084 -0.398 1.783
O 0.915 0.464 1.465
O -0.872 -0.891 1.091
H -0.432 -1.747 3.223
H 1.098 -1.027 3.497
```

=====

No. 5
ORCA calculation (ωB97M-V/def2-TZVPD) on a single C3H8FNO molecule at a distorted geometry.

Calculated values
Max |F| = 0.0366 hartree/bohr
Spin multiplicity = 1
Kohn-Sham gap = 10.6 eV
Structure (SMILES) = NC[C@@H](F)CO
Highest occupied orbital energy = -9.58 eV
Energy relative to the best compared isomer or geometry (same formula, charge and spin) = 86.2 kJ/mol

XYZ file:
```
14
C3H8FNO ωB97M-V/def2-TZVPD
N -2.182 0.304 -0.333
C -1.026 -0.460 0.136
C 0.205 0.171 -0.379
F 0.131 1.443 0.197
C 1.486 -0.443 0.131
O 2.609 0.299 -0.293
H -3.003 -0.149 0.044
H -2.085 1.242 -0.013
H -0.911 -0.443 1.231
H -1.209 -1.463 -0.218
H 0.152 0.294 -1.502
H 1.507 -0.526 1.207
H 1.724 -1.451 -0.310
H 2.604 1.181 0.103
```

=====

No. 6
ORCA calculation (ωB97M-V/def2-TZVPD) on a single C4H4S2 molecule at a distorted geometry.

Calculated values
Max |F| = 0.0343 hartree/bohr
Spin multiplicity = 1
Kohn-Sham gap = 7.7 eV
Highest occupied orbital energy = -8.55 eV
Energy relative to the best compared isomer or geometry (same formula, charge and spin) = 260.8 kJ/mol

XYZ file:
```
10
C4H4S2 ωB97M-V/def2-TZVPD
C 0.579 -1.758 0.007
C 0.258 0.754 -1.117
C -0.001 -0.710 0.863
C -0.487 0.511 0.142
S 1.086 -0.980 -1.397
S 0.308 1.948 -2.219
H -0.730 -1.008 1.627
H 1.015 -0.590 1.359
H -0.445 1.336 0.842
H -1.583 0.497 -0.108
```

=====

Which value of max |F| does entry 6 give? 0.0343 hartree/bohr

=====

spin multiplicity of number 3 (C36H50N8O10P2RbS)? 1

=====

Which value of spin multiplicity does entry 5 give? 1

=====

What is the formula in the fifth record? C3H8FNO